[1]
This record from the OMol25 dataset describes CH2O4S2 as an isolated structure in a non-equilibrium geometry. The level of theory is wB97M-V/def2-TZVPD.

Results
**Energy relative to the best compared isomer or geometry (same formula, charge and spin)**: 95.6 kcal per mole
**Net charge**: 0
**LUMO level**: -1.5 eV
**Kohn-Sham gap**: 8.489 eV
**M**: 142.16 g/mol
**E_HOMO**: -10.0 eV
**E**: -1136.4389 a.u.

Element x y z (Å)
1 C 0.09230 -2.10370 0.33160
2 O 0.39926 2.99773 -0.02321
3 O -0.46993 0.73760 -1.15126
4 O -0.67937 0.80201 1.03166
5 O 1.53567 0.25208 0.28472
6 S -0.77593 2.20760 -0.11975
7 S 0.21721 -0.26570 0.12356
8 H -0.96734 -2.24914 0.06423
9 H 0.64812 -2.37847 -0.54155

[2]
This record from the OMol25 dataset describes C31H31N5O2W as an isolated structure. The level of theory is wB97M-V/def2-TZVPD.

Results
**Net charge**: +2
**LUMO level**: -6.8 eV
**Kohn-Sham gap**: 5.973 eV
**M**: 689.46 g/mol
**E_HOMO**: -12.7 eV
**E**: -1690.7527 a.u.

Element x y z (Å)
1 W -0.15352 0.46606 -0.09018
2 C -2.26871 -0.88636 1.87098
3 C -1.94867 -1.96735 0.85734
4 N -1.38789 -1.28338 -0.33275
5 C -0.38284 -1.99088 -1.16654
6 C 1.39891 -2.10512 0.83108
7 N 1.39694 -0.65011 1.11460
8 C 1.31716 -0.36411 2.56739
9 C -0.09411 -0.66373 3.02568
10 N -1.04296 -0.07204 2.04878
11 H -2.61447 -1.31082 2.81490
12 H -3.06252 -0.23740 1.49340
13 H -2.83226 -2.54656 0.58949
14 H -1.20871 -2.66213 1.24452
15 H -2.15705 -1.07364 -0.96884
16 H -0.15984 -1.23538 -1.91856
17 H -0.83643 -2.79268 -1.74986
18 H 2.39794 -2.51673 0.99628
19 H 0.74476 -2.60132 1.54294
20 H 2.28358 -0.27867 0.78352
21 H 1.54587 0.69244 2.71060
22 H 2.04838 -0.95186 3.12665
23 H -0.27259 -0.26259 4.02302
24 H -0.27198 -1.73653 3.08511
25 H -1.30471 0.85070 2.38491
26 C 1.76334 -4.78183 -1.25707
27 C 2.80090 -4.20665 -2.09657
28 C 2.90777 -2.88287 -2.26463
29 C 2.02669 -1.93100 -1.61141
30 C 1.00082 -2.48219 -0.60288
31 C 0.94436 -3.99825 -0.56748
32 C 2.08959 -0.60744 -1.95555
33 C 2.74860 -0.18877 -3.19372
34 C 2.88451 1.09068 -3.54852
35 C 2.58130 2.13746 -2.59483
36 C 2.99720 3.45436 -2.75213
37 C 2.83658 4.38018 -1.73327
38 C 2.31518 3.97332 -0.51551
39 C 1.90715 2.65597 -0.33694
40 C 1.96436 1.76026 -1.39958
41 N 1.39714 0.44474 -1.27546
42 H 1.68001 -5.85814 -1.18821
43 H 3.50690 -4.86896 -2.57831
44 H 3.72332 -2.51158 -2.86657
45 H 0.18494 -4.42535 0.08085
46 H 3.05050 -0.95725 -3.88783
47 H 3.30008 1.35519 -4.51205
48 H 3.47624 3.74510 -3.67888
49 H 3.16528 5.40022 -1.87450
50 H 2.25160 4.66372 0.31451
51 H 1.58430 2.34476 0.64976
52 O -1.54548 4.14694 0.86262
53 C -1.33949 3.11421 0.30808
54 O -0.68757 2.08883 0.87825
55 C -1.81375 2.79158 -1.07116
56 C -2.71772 3.64605 -1.69770
57 C -3.18257 3.29167 -2.93127
58 C -2.64755 2.15733 -3.57264
59 C -3.03620 1.81231 -4.88936
60 C -2.42183 0.78969 -5.54904
61 C -1.36062 0.10366 -4.92620
62 C -0.98212 0.39499 -3.64315
63 C -1.65578 1.39101 -2.90667
64 N -1.32555 1.66843 -1.59118
65 H -3.04384 4.53212 -1.17245
66 H -3.93209 3.88566 -3.43942
67 H -3.81126 2.39716 -5.36772
68 H -2.71005 0.53193 -6.55851
69 H -0.81584 -0.64736 -5.48348
70 H -0.09457 -0.06642 -3.24419

- The lowest E belongs to which entry?
  C31H31N5O2W

- Which of these has the lowest M?
  CH2O4S2